# 1
# C18H30O2

A single C18H30O2 molecule (ωB97M-V/def2-TZVPD, the OMol25 dataset).

Output
- total energy (eV) = -23247.219
- SMILES = CCCCC/C=C\C/C=C\C/C=C\CCCCC(=O)O
- orbital gap (eV) = 9.6
- LUMO energy (eV) = 0.732
- highest occupied orbital energy (eV) = -8.887
- net charge = 0
- relative energy (zero: lowest compared OMol25 entry of this formula, charge and spin) (kJ/mol) = 9.52

The geometry in XYZ format:
```
50
Properties=species:S:1:pos:R:3:forces:R:3
C -3.3164 -0.3041 2.9039 -0.214 0.086 -0.129
C -3.9406 0.3072 1.6552 0.347 -0.041 0.045
C -2.8796 0.7256 0.6409 -0.497 0.080 -0.044
C -3.4854 1.2497 -0.6576 0.343 -0.126 0.008
H -4.0972 2.1302 -0.4458 -0.098 0.014 -0.004
H -4.1384 0.4849 -1.0852 -0.076 0.013 0.004
C -2.4041 1.6083 -1.6850 -0.131 0.019 0.065
C -1.6060 2.7969 -1.2477 -0.149 -0.012 -0.146
C -0.3492 2.8247 -0.8311 0.136 0.070 -0.045
C 0.5841 1.6589 -0.6768 0.021 0.020 0.003
C 1.1241 1.6364 0.7222 -0.101 -0.027 0.009
C 2.3900 1.6902 1.1097 0.084 0.144 0.041
C 3.6157 1.7376 0.2411 -0.099 -0.016 -0.041
C 4.6176 0.7137 0.6979 0.165 0.115 0.011
C 4.6270 -0.5659 0.3525 0.106 -0.149 -0.127
C 3.6262 -1.2307 -0.5416 -0.103 0.029 0.257
H 4.0906 -2.0674 -1.0669 -0.015 0.035 -0.101
H 3.2611 -0.5233 -1.2877 -0.022 -0.007 -0.102
C 2.4295 -1.7340 0.2754 -0.071 -0.075 -0.295
C 1.2769 -2.1768 -0.6196 -0.053 0.082 0.269
H 1.5570 -3.0683 -1.1839 -0.014 0.000 -0.105
C 0.0069 -2.4518 0.1835 0.117 0.000 -0.292
C -1.2281 -2.3945 -0.6777 0.067 0.061 -0.050
O -1.3385 -1.7846 -1.7075 -0.017 0.106 -0.170
O -2.2411 -3.0886 -0.1431 -0.380 -0.368 0.402
H -3.0373 -3.0064 -0.6919 0.256 0.159 -0.101
H -0.1142 -1.6761 0.9469 -0.068 -0.016 0.055
H 0.0383 -3.4133 0.6958 -0.013 0.046 0.073
H 1.0587 -1.3877 -1.3419 0.021 -0.039 -0.032
H 2.0892 -0.9186 0.9168 0.008 -0.091 0.027
H 2.7438 -2.5585 0.9189 0.022 0.001 0.114
H 5.3859 -1.2150 0.7697 0.127 0.006 0.125
H 5.3679 1.0746 1.3892 0.111 -0.057 0.099
H 4.0624 2.7331 0.3241 0.001 -0.036 -0.104
H 3.3523 1.5715 -0.8031 0.028 0.091 -0.030
H 2.6088 1.6849 2.1712 -0.089 -0.006 0.130
H 0.3534 1.5951 1.4835 -0.023 -0.012 0.161
H 0.0539 0.7261 -0.8731 0.023 -0.076 -0.097
H 1.3940 1.7555 -1.4028 -0.006 -0.105 -0.033
H 0.0889 3.7752 -0.5498 -0.040 0.141 0.022
H -2.1556 3.7308 -1.2796 0.023 0.170 0.042
H -1.7721 0.7367 -1.8539 -0.017 -0.024 -0.068
H -2.8922 1.8530 -2.6325 0.062 -0.051 -0.044
H -2.2442 1.4991 1.0774 0.101 -0.018 0.041
H -2.2450 -0.1336 0.4134 0.119 -0.050 -0.008
H -4.5381 1.1782 1.9341 -0.087 0.005 -0.047
H -4.6143 -0.4209 1.1961 -0.082 0.033 -0.033
H -2.6391 0.4039 3.3771 0.095 0.045 0.094
H -4.0844 -0.5772 3.6239 -0.001 -0.063 0.136
H -2.7532 -1.1996 2.6479 0.085 -0.107 0.015
```
Forces are in eV/Å.

***

# 2
# C18H31Br2N2O5

2 unconnected molecules or ions with the total composition C18H31Br2N2O5 in a non-equilibrium geometry (ωB97M-V/def2-TZVPD, the OMol25 dataset).

Output
- total energy (eV) = -172448.485
- orbital gap (eV) = 4.8
- LUMO energy (eV) = -5.597
- highest occupied orbital energy (eV) = -10.443
- net charge = +1

The geometry in XYZ format:
```
58
Properties=species:S:1:pos:R:3:forces:R:3
C 1.8644 6.9395 3.0032 -0.357 0.745 -0.399
C 1.4033 8.0370 1.8457 -0.406 0.147 0.288
C 0.0699 7.5017 0.9904 1.908 0.207 -1.038
O -0.8368 6.8218 1.9395 5.210 1.739 1.160
O -1.9979 6.5535 1.3723 -4.891 -4.223 -0.206
C -2.4179 5.2672 2.0178 -5.293 -0.114 3.327
O -3.5473 5.1823 2.7417 7.991 0.529 -5.392
C -1.4378 3.9536 1.8760 3.403 -3.373 -0.061
C -0.2023 3.6826 2.9524 -1.153 -2.467 -3.756
C 0.7873 2.3589 2.7345 -2.335 1.562 -0.759
N 0.6500 1.3554 1.6111 -3.749 4.000 0.607
C 1.5474 0.1623 1.3511 2.113 -0.153 -1.601
Br 0.5238 -1.6026 1.3523 0.791 1.707 0.139
C 2.9015 0.0998 2.2740 -0.332 0.821 1.543
C 2.7277 -0.6690 3.7125 0.947 0.148 0.678
Br 4.4254 -0.7863 1.2586 -1.513 0.811 0.558
C -0.5077 1.5621 0.6317 -1.174 2.601 1.104
C -1.5833 2.7985 0.6760 3.133 0.235 3.149
H 1.0060 6.9363 3.8087 1.783 -0.358 -1.582
H 1.9991 5.9002 2.4517 -0.271 2.032 1.419
H 2.8706 7.2655 3.5492 -2.215 -0.718 -1.403
H 1.1270 9.0815 2.3334 0.682 -2.291 -0.931
H 2.3032 8.2027 1.0990 -2.066 -0.334 1.374
H 0.5028 6.7551 0.1738 -1.246 1.210 1.698
H -0.4803 8.3701 0.4183 0.944 -1.705 1.408
H -0.0705 4.4542 3.8306 0.033 -1.954 -1.904
H 1.6457 2.2431 3.5441 -1.981 -0.062 -2.156
H 1.9218 0.2759 0.2232 -1.006 -0.246 2.549
H 3.3125 1.1908 2.5312 -1.041 -2.355 -1.085
H 3.4679 -1.6022 3.6940 -2.043 1.933 0.198
H 1.6285 -0.9515 3.9976 2.128 0.368 -0.872
H 3.1165 0.0426 4.5887 -0.760 -1.487 -2.013
H -0.6413 0.7708 -0.2463 0.558 1.734 2.259
H -2.4559 2.9560 -0.1033 2.174 -0.766 1.634
C -3.1151 -6.9474 -2.8762 0.071 -0.186 0.240
O -1.8297 -6.9941 -2.2766 0.044 -0.091 -0.542
C -0.7636 -7.2054 -3.2143 0.437 0.293 0.396
C 0.0610 -5.9217 -3.4105 -0.658 -0.232 -0.207
N -0.6963 -4.9039 -4.1465 0.141 0.106 0.336
C -0.0990 -3.5645 -4.1038 -0.329 -0.094 0.113
C 0.0934 -2.9034 -2.7226 -0.080 0.303 -0.418
O -1.1260 -2.5406 -2.0706 0.477 -0.143 0.079
C -1.7742 -3.6086 -1.3954 -0.228 0.351 0.037
H -3.8625 -7.0155 -2.0832 0.145 -0.003 0.000
H -3.2681 -6.0064 -3.4049 -0.129 0.041 -0.231
H -3.2642 -7.7892 -3.5636 0.003 0.157 0.027
H -1.1268 -7.6037 -4.1692 -0.097 0.205 0.099
H -0.1099 -7.9663 -2.7716 -0.067 0.099 -0.060
H 0.9757 -6.1603 -3.9641 -0.069 0.025 0.011
H 0.3471 -5.5649 -2.4178 0.147 -0.142 0.154
H -1.6335 -4.8411 -3.7587 0.216 -0.099 -0.132
H -0.7530 -2.9147 -4.6985 0.153 0.002 0.120
H 0.8662 -3.5954 -4.6212 0.011 -0.017 0.121
H 0.6264 -1.9603 -2.8916 -0.102 -0.040 -0.012
H 0.7340 -3.4891 -2.0550 -0.149 -0.165 0.044
H -1.0674 -4.3194 -0.9595 -0.008 -0.057 -0.148
H -2.4634 -4.1102 -2.0735 0.010 -0.287 0.116
H -2.3748 -3.1832 -0.5859 0.096 0.055 -0.073
```
Forces are in eV/Å.